(1)
{
  "formula": "C12H14N3O7PtS",
  "method": "ωB97M-V with the def2-TZVPD basis set",
  "de_lowest_ev": 0.282,
  "multiplicity": 1,
  "charge": -1,
  "max_force_ev_per_a": 1.6,
  "e_homo_ha": -0.1500,
  "orbital_gap_ev": 6.3,
  "elements": ["Pt", "C", "C", "O", "C", "C", "C", "C", "C", "C", "O", "H", "H", "H", "H", "H", "H", "H", "C", "N", "C", "C", "O", "N", "C", "N", "H", "H", "H", "H", "H", "H", "H", "O", "S", "O", "O", "O"],
  "xyz": [[0.00, 1.68, 0.74], [2.02, -2.04, 2.12], [1.39, -1.21, 1.03], [0.23, -0.93, 1.12], [2.22, -0.77, -0.13], [3.47, -1.39, -0.33], [4.27, -1.12, -1.41], [3.83, -0.17, -2.34], [2.64, 0.48, -2.16], [1.80, 0.21, -1.06], [0.69, 0.93, -1.00], [1.30, -2.12, 2.94], [2.94, -1.58, 2.49], [2.26, -3.04, 1.76], [3.80, -2.13, 0.39], [5.22, -1.63, -1.54], [4.45, 0.07, -3.20], [2.30, 1.25, -2.85], [-4.14, -1.46, -1.36], [-3.49, -0.59, -0.40], [-4.16, 0.02, 0.72], [-3.11, 1.03, 1.19], [-3.24, 1.73, 2.16], [-2.04, 0.99, 0.30], [-2.32, 0.05, -0.61], [-1.56, -0.21, -1.66], [-4.95, -1.99, -0.86], [-3.44, -2.22, -1.73], [-4.55, -0.92, -2.22], [-4.39, -0.69, 1.51], [-5.07, 0.55, 0.43], [-0.59, 0.18, -1.62], [-1.74, -1.04, -2.20], [0.28, 4.18, 0.69], [0.83, 3.70, 1.97], [1.12, 4.73, 2.94], [1.98, 2.78, 1.70], [-0.26, 2.67, 2.47]],
  "lowdin_charge": [1.15, -0.02, -0.42, 0.03, -0.09, -0.06, -0.11, -0.10, -0.02, -0.32, -0.30, 0.08, 0.09, 0.08, 0.10, 0.09, 0.10, 0.12, -0.04, -0.10, -0.04, -0.45, 0.10, 0.06, -0.40, 0.22, 0.09, 0.08, 0.09, 0.13, 0.13, 0.07, 0.10, -0.42, 0.25, -0.33, -0.41, -0.51]
}

(2)
{
  "formula": "C12H14N4OS",
  "method": "ωB97M-V with the def2-TZVPD basis set",
  "de_lowest_ev": 0.399,
  "smiles": "CCc1ccccc1NC(=O)CSc1ncn[nH]1",
  "multiplicity": 1,
  "max_force_ev_per_a": 1.0,
  "e_homo_ha": -0.3095,
  "orbital_gap_ev": 8.8,
  "elements": ["C", "C", "C", "C", "C", "C", "C", "C", "N", "C", "O", "C", "S", "C", "N", "C", "N", "N", "H", "H", "H", "H", "H", "H", "H", "H", "H", "H", "H", "H", "H", "H"],
  "xyz": [[-0.52, -0.95, -2.04], [-1.78, -0.40, -1.37], [-1.84, -0.80, 0.08], [-2.60, -1.90, 0.46], [-2.65, -2.33, 1.77], [-1.92, -1.66, 2.74], [-1.15, -0.57, 2.39], [-1.10, -0.13, 1.07], [-0.33, 0.98, 0.70], [0.51, 1.72, 1.45], [0.74, 1.61, 2.63], [1.19, 2.87, 0.68], [1.31, 2.69, -1.12], [2.34, 1.29, -1.18], [2.71, 0.56, -0.15], [3.48, -0.39, -0.71], [3.61, -0.29, -2.01], [2.88, 0.80, -2.31], [0.38, -0.64, -1.50], [-0.45, -0.60, -3.07], [-0.54, -2.03, -2.04], [-1.83, 0.68, -1.49], [-2.66, -0.81, -1.88], [-3.16, -2.42, -0.30], [-3.25, -3.19, 2.03], [-1.95, -1.99, 3.76], [-0.58, -0.04, 3.14], [-0.39, 1.23, -0.28], [2.19, 3.00, 1.08], [0.61, 3.78, 0.84], [3.95, -1.17, -0.13], [2.80, 1.13, -3.26]],
  "lowdin_charge": [-0.08, -0.20, -0.18, -0.05, -0.09, -0.08, 0.00, -0.16, 0.12, -0.54, 0.08, -0.35, 0.97, -0.69, 0.10, -0.22, 0.05, 0.00, 0.05, 0.07, 0.08, 0.11, 0.11, 0.11, 0.10, 0.10, 0.10, 0.06, 0.09, 0.09, 0.11, 0.15]
}

(3)
{
  "formula": "C12H14OS",
  "method": "ωB97M-V with the def2-TZVPD basis set",
  "de_lowest_ev": 0.000,
  "smiles": "C=C(C)/C=C\\c1cc(C)ccc1SO",
  "multiplicity": 1,
  "max_force_ev_per_a": 0.4,
  "e_homo_ha": -0.2918,
  "orbital_gap_ev": 8.5,
  "elements": ["C", "C", "C", "C", "C", "C", "C", "C", "C", "C", "C", "C", "S", "O", "H", "H", "H", "H", "H", "H", "H", "H", "H", "H", "H", "H", "H", "H"],
  "xyz": [[-1.59, 1.06, 1.04], [-2.42, 0.56, 0.14], [-3.85, 0.24, 0.49], [-2.04, 0.24, -1.24], [-0.90, -0.26, -1.70], [0.33, -0.54, -0.93], [1.31, 0.44, -0.89], [2.50, 0.27, -0.20], [3.57, 1.32, -0.22], [2.68, -0.90, 0.52], [1.73, -1.91, 0.48], [0.57, -1.75, -0.28], [-0.57, -3.09, -0.46], [-0.06, -4.17, 0.68], [-0.57, 1.30, 0.81], [-1.92, 1.28, 2.04], [-4.41, 1.16, 0.69], [-3.90, -0.38, 1.38], [-4.34, -0.29, -0.33], [-2.84, 0.40, -1.96], [-0.80, -0.45, -2.77], [1.13, 1.37, -1.42], [3.30, 2.14, -0.89], [3.73, 1.73, 0.77], [4.51, 0.89, -0.57], [3.57, -1.05, 1.11], [1.88, -2.81, 1.05], [0.52, -4.83, 0.27]],
  "lowdin_charge": [0.07, -0.35, -0.06, -0.07, -0.08, -0.27, -0.01, -0.28, -0.05, -0.04, -0.08, -0.46, 0.96, -0.46, 0.06, 0.07, 0.08, 0.08, 0.07, 0.11, 0.12, 0.12, 0.07, 0.08, 0.08, 0.11, 0.10, 0.04]
}

(4)
{
  "formula": "C12H14S",
  "method": "ωB97M-V with the def2-TZVPD basis set",
  "de_lowest_ev": 0.569,
  "multiplicity": 3,
  "max_force_ev_per_a": 6.2,
  "e_homo_ha": [-0.1798, -0.3221],
  "orbital_gap_ev": [5.8, 6.8],
  "elements": ["C", "C", "C", "C", "C", "C", "C", "C", "C", "C", "C", "C", "S", "H", "H", "H", "H", "H", "H", "H", "H", "H", "H", "H", "H", "H", "H"],
  "xyz": [[1.99, -2.65, 0.57], [1.22, -3.74, 0.67], [1.29, -1.41, 0.27], [-0.02, -1.70, 0.02], [-1.02, 0.67, -0.31], [-1.03, -0.72, -0.44], [-1.90, 1.76, -0.62], [0.54, 3.03, -0.15], [0.08, 2.59, 1.28], [-0.46, 1.99, 0.08], [1.99, -0.15, -0.08], [-2.33, -1.27, -0.90], [-0.40, -3.40, 0.24], [3.13, -2.64, 0.66], [1.38, -4.63, 1.18], [-2.06, 2.08, -1.66], [-2.67, 1.96, 0.08], [0.19, 3.88, -0.60], [1.63, 2.78, -0.32], [0.75, 1.93, 1.78], [-0.48, 3.15, 1.96], [3.04, -0.36, -0.12], [1.56, 0.26, -1.05], [1.72, 0.61, 0.57], [-2.77, -1.58, -0.05], [-2.98, -0.44, -1.37], [-2.39, -2.02, -1.70]],
  "lowdin_spin": [0.00, 0.23, 0.25, 0.12, 0.55, 0.36, 0.09, 0.03, 0.04, 0.06, 0.04, 0.04, 0.08, 0.00, 0.01, 0.02, 0.02, 0.00, 0.00, 0.00, 0.00, 0.00, 0.01, 0.01, 0.01, 0.00, 0.01]
}

(5)
{
  "formula": "C12H15AsN8O3OsS4",
  "method": "ωB97M-V with the def2-TZVPD basis set",
  "de_lowest_ev": 0.704,
  "multiplicity": 5,
  "max_force_ev_per_a": 2.0,
  "e_homo_ha": [-0.2589, -0.2763],
  "orbital_gap_ev": [5.8, 5.6],
  "elements": ["Os", "N", "C", "N", "C", "N", "C", "C", "N", "C", "C", "N", "H", "H", "H", "H", "H", "S", "As", "S", "S", "S", "O", "C", "C", "C", "C", "O", "N", "H", "H", "H", "H", "C", "N", "C", "N", "O", "H", "H", "H", "H", "H", "H"],
  "xyz": [[0.04, -0.38, 0.09], [1.98, -4.03, -0.58], [1.11, -3.19, -1.10], [1.15, -2.09, -0.36], [2.08, -2.36, 0.62], [2.61, -3.54, 0.53], [2.42, -1.28, 1.55], [3.40, -1.34, 2.53], [3.71, -0.28, 3.27], [3.04, 0.84, 3.01], [2.03, 0.91, 2.07], [1.70, -0.17, 1.35], [2.17, -4.97, -0.89], [0.54, -3.39, -2.01], [3.93, -2.27, 2.70], [3.31, 1.72, 3.58], [1.48, 1.81, 1.88], [-1.69, -4.49, -0.75], [-1.94, -3.94, -2.76], [-1.45, -1.62, -2.82], [-1.91, -1.03, -0.93], [-0.52, -4.62, -4.17], [-1.46, 2.99, 0.28], [-1.57, 2.23, 1.23], [-2.27, 2.56, 2.54], [-2.23, 1.25, 3.34], [-1.39, 0.34, 2.48], [-1.00, -0.78, 2.77], [-1.08, 0.95, 1.27], [-3.27, 2.92, 2.32], [-1.72, 3.37, 3.01], [-3.21, 0.80, 3.46], [-1.79, 1.35, 4.33], [-1.91, 2.71, -3.17], [-0.93, 2.19, -2.24], [0.11, 1.43, -2.59], [0.40, 1.30, -3.90], [0.84, 0.83, -1.75], [-2.81, 2.95, -2.60], [-2.19, 1.95, -3.90], [-1.58, 3.61, -3.68], [-1.01, 2.44, -1.26], [-0.18, 1.71, -4.61], [1.06, 0.59, -4.16]],
  "lowdin_spin": [2.18, 0.01, 0.03, 0.03, 0.02, 0.00, 0.01, 0.00, 0.00, 0.00, 0.01, 0.02, 0.00, 0.00, 0.00, 0.00, 0.00, 0.27, 0.34, 0.17, 0.35, 0.29, 0.00, 0.01, 0.00, 0.00, 0.01, 0.06, 0.02, 0.00, 0.00, 0.00, 0.00, 0.00, 0.01, 0.02, 0.01, 0.12, 0.00, 0.00, 0.00, 0.00, 0.00, 0.00]
}

(6)
{
  "formula": "C12H15BCl2N6O2Re",
  "method": "ωB97M-V with the def2-TZVPD basis set",
  "multiplicity": 4,
  "charge": 2,
  "max_force_ev_per_a": 5.1,
  "e_homo_ha": [-0.5075, -0.5072],
  "orbital_gap_ev": [2.9, 2.8],
  "elements": ["H", "N", "B", "N", "C", "Re", "H", "C", "H", "C", "H", "C", "H", "H", "H", "N", "N", "N", "N", "C", "C", "H", "H", "C", "C", "C", "C", "H", "H", "H", "H", "H", "Cl", "C", "Cl", "C", "O", "O", "H"],
  "xyz": [[1.11, 3.72, 0.09], [1.17, 1.98, -1.14], [0.17, 0.52, -3.10], [0.67, 1.84, -2.50], [0.89, 3.01, -3.14], [2.42, 0.94, -0.22], [0.70, 3.05, -4.21], [1.13, 4.00, -2.18], [1.10, 5.06, -2.38], [1.17, 3.37, -0.93], [0.32, 0.63, -4.29], [-1.81, -2.85, 1.92], [-1.32, -3.40, 2.74], [-1.06, -2.40, 1.25], [-2.40, -3.57, 1.36], [-1.41, 0.05, -2.99], [1.25, -0.47, -2.61], [-2.00, -0.17, -1.75], [1.85, -0.54, -1.28], [-2.38, -0.18, -3.94], [1.94, -1.34, -3.39], [-2.23, -0.06, -5.00], [1.75, -1.35, -4.45], [-3.56, -0.61, -3.29], [2.68, -2.21, -2.57], [-3.25, -0.59, -1.92], [2.49, -1.79, -1.25], [-4.49, -0.90, -3.73], [3.18, -3.11, -2.89], [-3.91, -0.88, -1.11], [2.68, -2.23, -0.28], [-2.47, -2.12, 2.30], [0.48, 3.06, 3.05], [0.73, 1.39, 3.58], [-0.75, 0.43, 3.49], [1.88, 0.66, 2.85], [2.27, -0.35, 3.42], [2.41, 1.13, 1.71], [1.03, 1.41, 4.64]],
  "lowdin_spin": [0.00, 0.15, 0.01, 0.02, 0.05, 2.36, 0.00, 0.02, 0.00, 0.05, 0.00, 0.00, 0.00, 0.00, 0.00, 0.00, 0.02, 0.00, 0.11, 0.00, 0.04, 0.00, 0.00, 0.00, 0.02, 0.00, 0.04, 0.00, 0.00, 0.00, 0.00, 0.00, 0.00, 0.01, 0.00, 0.02, -0.01, 0.08, 0.00]
}

(7)
{
  "formula": "C12H15Cl2N3S",
  "method": "ωB97M-V with the def2-TZVPD basis set",
  "de_lowest_ev": 0.000,
  "smiles": "CN1CCN(C(=S)Nc2ccc(Cl)c(Cl)c2)CC1",
  "multiplicity": 1,
  "max_force_ev_per_a": 16.4,
  "e_homo_ha": -0.3063,
  "orbital_gap_ev": 8.4,
  "elements": ["C", "N", "C", "C", "N", "C", "S", "N", "C", "C", "C", "C", "Cl", "C", "Cl", "C", "C", "C", "H", "H", "H", "H", "H", "H", "H", "H", "H", "H", "H", "H", "H", "H", "H"],
  "xyz": [[-3.24, -2.14, -1.22], [-2.59, -1.56, -0.11], [-1.15, -1.59, 0.00], [-0.48, -0.48, -0.47], [-0.90, 0.53, 0.20], [-0.40, 1.82, 0.26], [-1.16, 3.22, 0.76], [0.89, 1.99, -0.48], [1.99, 1.28, -0.08], [2.08, 0.49, 1.17], [3.23, -0.47, 1.34], [4.26, -0.05, 0.59], [5.82, -1.19, 1.16], [4.30, 0.91, -0.38], [5.74, 0.87, -1.27], [3.25, 1.36, -0.74], [-2.29, 0.59, 0.87], [-3.30, -0.07, 0.20], [-3.01, -3.09, -1.39], [-2.98, -1.68, -2.36], [-4.35, -2.03, -1.25], [-1.15, -1.89, 1.19], [-0.93, -2.59, -0.47], [-0.74, -0.43, -1.51], [0.58, -0.47, -0.39], [1.08, 2.93, -0.63], [1.18, 0.30, 1.63], [3.15, -0.97, 2.44], [3.32, 2.18, -1.64], [-2.62, 1.77, 0.90], [-2.07, 0.10, 1.92], [-4.20, -0.06, 0.53], [-3.30, 0.41, -0.75]],
  "lowdin_charge": [-0.16, -0.17, -0.22, -0.29, -0.09, -0.67, 0.70, 0.06, -0.24, 0.03, -0.10, -0.48, 0.39, -0.79, 0.74, -0.12, -0.22, -0.09, 0.01, 0.13, 0.09, 0.18, 0.15, 0.15, 0.11, 0.08, 0.07, 0.17, 0.19, 0.06, 0.16, 0.06, 0.12]
}